This record from OMol25 describes F3NS in the gas phase. The level of theory is ωB97M-V with the def2-TZVPD basis set.

CARTESIAN COORDINATES (ANGSTROEM)
N 0.994096 0.201501 0.501164
F 2.159208 -0.099612 -0.337126
F -1.447778 -1.102934 0.284179
F -1.252706 1.107885 0.126714
S -0.452822 -0.106840 -0.574931

Force components x, y, z for each atom (eV/Å):
N -2.4 -1.3 -4.1
F -1.4 0.1 0.8
F 1.0 0.3 -1.1
F 0.3 -0.5 -1.1
S 2.6 1.3 5.5

Calculated values
calculated total energy: -752.3591 Ha
HOMO energy (spin up / spin down): -10.25 / -10.25 eV
energy relative to the best compared isomer or geometry (same formula, charge and spin): 20.7 kcal/mol
gap between HOMO and LUMO (spin up / spin down): 8.9 / 8.9 eV

=====

This record from OMol25 describes a molecular structure, F4H20N2NaO18S4. The level of theory is ωB97M-V with the def2-TZVPD basis set.

CARTESIAN COORDINATES (ANGSTROEM)
Na 2.628316 1.222679 2.128094
N 0.620756 0.871139 0.901754
S -0.137394 -0.507991 0.873434
O 0.418226 -1.456721 -0.047366
O -1.560474 -0.483681 1.247014
F 0.532126 -1.021231 2.256434
S 0.135206 1.225229 -0.706056
O -1.311754 1.370419 -0.955256
O 1.047046 0.911579 -1.808306
F 0.654856 2.711269 -0.565836
N 1.671746 -5.906481 1.548504
S 2.084006 -7.098391 0.398804
O 3.523986 -7.198851 0.047304
O 1.156696 -7.368081 -0.677046
F 1.961746 -8.407441 1.379744
S 1.483116 -4.777531 0.527524
O 0.406746 -4.891891 -0.460176
O 2.800206 -4.203291 0.074274
F 0.863146 -3.736761 1.647374
O -2.195604 1.288449 -3.754696
H -1.465744 1.556919 -4.312786
H -2.552814 2.109139 -3.415446
O -1.213024 4.075599 -3.453006
H -0.669094 3.961049 -2.673746
H -1.285464 5.024289 -3.557766
O -2.272364 1.712129 2.833614
H -2.943894 2.222149 2.380674
H -2.181084 0.916419 2.309454
O 0.834016 -2.342911 -3.147826
H 1.095136 -1.838521 -3.918316
H 1.053706 -1.779111 -2.406146
O -3.166154 -1.142531 -1.616306
H -3.996614 -0.805681 -1.280006
H -2.696894 -0.365171 -1.919206
O -0.405184 -0.180221 5.156964
H 0.180236 -0.802691 4.725644
H -1.135774 -0.075891 4.547394
O 0.457926 2.720359 2.846274
H -0.456644 3.002289 2.828894
H 0.526486 2.084069 2.134484
O -2.891704 4.274719 -1.151276
H -3.119874 3.737349 -0.392726
H -2.490264 3.661989 -1.767426
O 1.395846 4.870749 1.324224
H 1.023796 5.033559 2.191004
H 1.143236 3.970369 1.119904
O 3.803106 0.619109 -1.371406
H 3.544726 -0.032061 -0.719136
H 3.101656 1.270119 -1.351536

Force components x, y, z for each atom (eV/Å):
Na -0.1 0.2 0.2
N -1.2 -0.1 -3.9
S -2.2 -4.6 4.6
O -1.0 1.0 -0.3
O 2.9 0.0 -1.4
F 0.1 0.3 0.1
S 0.5 4.4 -3.7
O 3.3 -1.1 1.2
O -1.8 -1.4 2.0
F -0.4 1.2 0.8
N 0.9 -3.1 -0.9
S 3.8 -7.4 -1.8
O -3.6 1.7 1.5
O 0.8 1.0 2.3
F -0.5 2.2 -0.7
S -1.9 8.4 -2.6
O 2.6 0.2 2.3
O -3.5 -1.8 1.5
F 1.2 -1.2 -1.7
O -0.2 -0.5 0.1
H 0.2 0.1 -0.1
H 0.0 0.3 -0.1
O -0.1 -0.4 -0.2
H 0.4 0.0 0.2
H -0.1 0.3 0.0
O 0.1 0.6 0.4
H -0.3 0.1 0.0
H 0.1 -0.5 -0.4
O 0.0 -0.3 0.0
H 0.0 0.1 -0.2
H 0.0 0.2 0.2
O 0.0 -0.3 0.1
H -0.2 0.0 0.1
H 0.2 0.3 -0.3
O 0.2 0.1 0.2
H 0.0 -0.2 -0.1
H -0.3 0.2 -0.2
O 1.2 0.4 0.6
H -0.6 -0.3 0.2
H -0.9 -0.2 -0.3
O -0.1 0.2 0.2
H -0.1 -0.1 0.2
H 0.1 -0.1 -0.3
O 0.5 0.4 -0.4
H 0.0 -0.1 0.2
H -0.2 0.0 0.1
O 0.7 0.2 0.4
H -0.1 -0.4 -0.1
H -0.4 0.1 -0.3

Calculated values
multiplicity: 2
calculated total energy: -3630.1147 Ha
HOMO energy (spin up / spin down): -10.74 / -10.74 eV
gap between HOMO and LUMO (spin up / spin down): 8.7 / 4.8 eV
⟨S²⟩: 0.76

=====

This record from OMol25 describes a molecular structure, F4H8N2O16PS4Tl. The level of theory is ωB97M-V with the def2-TZVPD basis set.

CARTESIAN COORDINATES (ANGSTROEM)
Tl 0.581738 0.209514 0.438564
N 1.727348 -0.293216 -2.062256
S 1.416918 -1.074206 -3.361256
O 2.502208 -1.629986 -4.172026
O 0.184658 -0.683956 -3.934456
F 0.965388 -2.357056 -2.549266
S 2.750658 0.729684 -2.915396
O 2.272988 1.399024 -4.133836
O 4.155448 0.369064 -2.809086
F 2.644628 1.943664 -1.784386
N -2.045892 -0.162756 -0.739756
S -3.411052 0.552544 -0.028216
O -3.636382 0.144274 1.336444
O -4.558792 0.906074 -0.886866
F -2.673832 1.976944 0.233894
S -2.873302 -1.333736 -1.303916
O -3.552732 -1.108746 -2.588716
O -3.431132 -2.308986 -0.363226
F -1.632182 -2.180676 -1.820126
P 2.660658 0.338054 3.409764
O 4.124018 0.726704 3.655814
O 1.861378 0.022474 4.704544
O 2.696278 -0.807176 2.385604
O 2.002598 1.454954 2.597124
O 0.437398 -2.699696 0.388844
H -0.317522 -2.979316 0.906674
H 0.876558 -3.514626 0.145414
O -1.275912 -1.142496 2.351054
H -1.984282 -0.713036 2.830644
H -1.490262 -2.074566 2.390124
O 0.820688 3.082644 0.023974
H 1.692478 3.466814 0.116914
H 0.289798 3.781754 -0.357646
O -1.099802 1.817324 2.318384
H -1.353452 2.734324 2.423264
H -1.327282 1.408384 3.153394

Force components x, y, z for each atom (eV/Å):
Tl -0.2 0.0 0.4
N 3.0 3.0 -0.5
S -3.4 -7.0 -2.0
O -1.2 1.9 1.3
O 0.0 0.7 -1.1
F 0.1 -0.9 0.1
S 3.4 5.0 1.6
O 0.5 -1.8 2.4
O -2.3 0.1 -0.3
F -0.1 -1.0 -0.9
N -2.0 2.7 1.8
S -0.7 4.5 1.7
O -0.1 -0.3 -1.3
O 2.9 -1.3 1.8
F -0.5 -0.6 -0.8
S -0.3 -7.5 -5.6
O 0.6 0.3 2.9
O 0.0 2.2 -0.6
F 0.4 0.3 0.2
P -2.0 -1.2 0.2
O 1.1 -0.1 0.6
O 1.3 0.4 -1.7
O -0.1 0.4 0.6
O -0.8 0.2 -0.7
O 0.0 0.5 0.2
H -0.2 0.0 0.0
H 0.3 -0.1 -0.3
O 0.8 0.1 -0.1
H -0.4 0.2 -0.2
H -0.1 -0.2 0.0
O -0.3 -0.3 0.3
H 0.4 -0.1 0.1
H -0.3 0.0 -0.2
O 0.2 -0.4 0.0
H 0.0 0.3 -0.2
H 0.2 -0.1 0.3

Calculated values
net charge: -1
multiplicity: 2
calculated total energy: -3824.0885 Ha
HOMO energy (spin up / spin down): -7.90 / -8.09 eV
gap between HOMO and LUMO (spin up / spin down): 4.4 / 7.1 eV
⟨S²⟩: 1.78

=====

This record from OMol25 describes a molecular structure, F4Li6. The level of theory is ωB97M-V with the def2-TZVPD basis set.

CARTESIAN COORDINATES (ANGSTROEM)
Li 0.633073 -1.479092 1.115329
Li -1.213443 -0.643661 0.375050
Li -0.235882 -0.265137 -1.636453
Li 2.133064 0.274127 -0.085842
Li -0.402182 1.215134 0.566453
Li 1.155346 1.748823 -0.979031
F -0.551808 -1.628616 -0.385923
F -1.397056 0.457277 -0.663668
F -0.772583 0.368373 1.656374
F 0.651471 -0.047227 0.037711

Force components x, y, z for each atom (eV/Å):
Li -1.2 -1.1 0.6
Li -4.9 1.1 4.3
Li -1.5 -2.1 -0.6
Li 4.3 -1.5 1.1
Li -1.3 3.2 -1.4
Li -1.1 1.8 -1.1
F 2.8 -6.6 -2.9
F -0.8 4.5 -3.3
F -0.5 -2.6 5.0
F 4.2 3.2 -1.6

Calculated values
net charge: +2
calculated total energy: -444.2176 Ha
HOMO energy: -19.66 eV
energy relative to the best compared isomer or geometry (same formula, charge and spin): 139.6 kcal/mol
gap between HOMO and LUMO: 8.0 eV

=====

| no. | F_max (eV/Å) |
| --- | --- |
| 1 | 6.2 |
| 2 | 9.0 |
| 3 | 9.3 |
| 4 | 7.7 |